Entry 1:
92
Properties=species:S:1:pos:R:3:forces:R:3 method="wB97M-V/def2-TZVPD" total_energy_ev=-99689.13937 orbital_gap_ev=4.9796 homo_ev=-6.21 de_lowest_kcal_mol=46.0
La 0.263 1.253 0.513 0.20 -0.10 -0.58
C -6.964 0.660 1.781 -3.02 0.37 2.02
C -5.640 0.370 1.349 2.06 -0.79 -0.97
C -5.388 -0.218 0.130 2.68 0.17 1.87
C -4.015 -0.555 -0.186 -0.95 -0.53 -0.37
C -3.764 -1.201 -1.413 1.35 1.26 0.86
N -2.558 -1.387 -1.870 2.03 0.38 0.35
C -2.234 -1.851 -3.221 0.66 -0.91 0.05
C -1.095 -0.995 -3.847 -0.02 -1.06 0.13
C 0.307 -1.152 -3.241 -0.10 0.43 0.07
N 0.854 -2.520 -3.322 -0.36 0.35 -0.09
C 1.316 -3.385 -2.425 -0.01 0.70 -1.62
C 1.460 -3.412 -1.053 0.44 -0.89 0.57
C 2.091 -4.651 -0.653 0.35 0.97 2.24
C 2.557 -4.916 0.612 -0.56 0.86 -0.59
C 3.081 -6.272 1.037 0.13 0.21 1.19
C 2.495 -3.787 1.500 0.59 -2.56 0.20
C 1.979 -2.590 1.184 -1.49 1.40 -0.64
C 2.083 -1.574 2.224 -0.84 0.71 -1.02
N 1.571 -0.395 2.288 1.28 -1.28 0.98
C 1.941 0.217 3.586 -1.29 2.14 -0.26
C 0.742 0.252 4.590 0.68 -0.78 -1.80
C -0.411 1.168 4.183 0.45 -0.56 -0.25
N -1.057 0.746 2.933 1.50 -0.08 -0.19
C -2.301 0.846 2.895 -1.59 0.25 2.22
C -3.256 0.388 1.875 0.75 0.36 1.23
C -4.550 0.610 2.226 -1.44 0.96 0.30
C -2.905 -0.229 0.641 -1.94 1.10 0.38
O -1.723 -0.339 0.236 1.67 -0.10 -0.06
C 1.241 -2.360 -0.075 1.14 -0.22 0.07
O 0.626 -1.310 -0.308 0.13 0.17 0.17
H -7.653 0.822 0.969 -0.16 0.54 -0.42
H -7.038 1.493 2.536 0.09 -0.69 -0.92
H -7.425 -0.224 2.267 0.32 0.29 0.13
H -6.154 -0.468 -0.543 -0.96 -0.23 -0.86
H -4.619 -1.406 -1.986 -0.91 -0.68 -1.22
H -1.740 -0.952 -1.194 -2.07 -0.98 -0.88
H -3.163 -1.773 -3.782 0.09 0.01 -0.41
H -1.933 -2.957 -3.240 -0.37 1.41 0.30
H -1.373 0.039 -3.812 -0.04 0.71 0.26
H -1.005 -1.209 -4.906 -0.28 -0.35 -0.38
H 0.361 -0.780 -2.239 -0.20 -0.34 0.55
H 1.003 -0.431 -3.712 -0.27 -0.64 -0.26
H 0.919 -2.824 -4.286 0.16 -0.18 0.22
H 1.800 -4.227 -2.931 -0.51 0.05 0.14
H 2.288 -5.400 -1.347 -0.12 -1.15 -1.51
H 2.635 -7.091 0.492 -0.30 -0.07 -0.33
H 2.801 -6.440 2.112 0.43 0.11 -0.89
H 4.173 -6.407 0.934 -0.39 0.34 0.15
H 2.861 -3.998 2.511 0.11 0.50 -0.20
H 2.741 -1.950 2.975 0.37 0.10 1.07
H 2.216 1.281 3.431 -0.12 -0.49 -0.30
H 2.814 -0.223 4.045 0.14 -0.57 0.07
H 1.234 0.618 5.444 0.15 0.63 1.53
H 0.487 -0.785 4.771 -0.58 -0.25 0.17
H 0.056 2.122 4.005 -0.02 0.61 -0.05
H -1.157 1.270 4.977 0.08 -0.04 0.06
H -2.789 1.278 3.873 0.36 -0.75 -1.79
H -4.812 1.149 3.197 0.62 -0.88 -1.32
S -2.016 3.081 0.800 0.41 0.07 -0.13
C -1.574 4.007 2.205 2.17 0.09 -0.39
C -2.626 4.694 2.784 -2.32 0.58 0.84
N -3.624 5.127 3.173 0.35 0.11 0.09
C -0.291 4.280 2.644 -1.36 -0.03 -0.28
S 1.101 3.624 1.929 1.10 -0.44 -0.27
C -0.138 5.181 3.755 -0.71 0.49 1.51
N -0.198 5.809 4.735 0.46 -0.70 -1.43
S 1.660 1.614 -2.425 0.98 0.05 0.93
C 0.146 2.375 -2.665 0.79 -1.22 -0.52
C 0.001 3.292 -3.717 2.00 -0.25 0.16
C -1.225 3.700 -4.036 -1.72 0.91 -1.01
C -2.323 3.333 -3.245 0.96 0.18 -0.01
C -2.050 2.483 -2.209 -1.57 -0.50 -0.47
N -0.885 1.875 -1.979 0.07 0.90 0.54
H 0.919 3.567 -4.263 -0.74 -0.10 0.26
H -1.368 4.279 -4.938 -0.09 0.29 0.06
H -3.297 3.755 -3.393 -0.32 -0.05 -0.05
H -2.903 2.165 -1.646 -0.21 -0.27 0.70
C 4.402 -1.457 -1.289 -0.85 -0.09 0.08
N 4.205 -0.377 -0.289 1.63 -0.86 -2.51
C 4.453 0.945 -0.441 -1.74 0.13 1.84
S 3.629 1.926 0.686 0.20 0.33 -0.18
N 5.275 1.426 -1.335 0.91 -0.71 -1.77
C 5.401 2.806 -1.730 2.77 1.95 1.60
H 5.338 -1.305 -1.843 0.02 -0.50 0.61
H 3.625 -1.487 -2.090 0.15 0.45 0.56
H 4.278 -2.457 -0.770 0.78 1.16 -0.52
H 3.507 -0.511 0.375 -1.19 -0.40 1.19
H 5.676 0.796 -2.024 -0.22 -0.06 0.44
H 6.206 2.863 -2.498 -0.70 -0.29 0.28
H 5.933 3.442 -0.836 -2.01 -1.33 -2.02
H 4.487 3.213 -2.156 -0.10 0.19 0.51



Entry 2:
86
Properties=species:S:1:pos:R:3:forces:R:3 method="wB97M-V/def2-TZVPD" total_energy_ev=-356140.08816 orbital_gap_ev=6.9986 homo_ev=-4.96 de_lowest_kcal_mol=7.1 charge=-1
Lu -3.149 -2.652 3.426 -0.11 1.28 -1.03
C -1.105 0.185 3.829 -0.83 0.02 -0.18
N -1.338 -1.105 4.538 0.48 0.42 -0.52
C -0.005 -1.766 4.713 -0.33 -0.41 -0.38
C -1.957 -0.883 5.873 0.41 -0.11 -0.08
C -3.398 -0.396 5.747 0.02 0.89 0.78
C -3.811 0.627 6.668 1.99 -1.77 -0.78
C -5.050 1.195 6.581 0.65 -0.85 -1.40
C -5.875 0.820 5.539 0.03 -1.43 -0.21
C -5.508 -0.290 4.758 -0.99 -0.03 -1.48
C -4.243 -0.947 4.755 -0.36 0.84 0.84
H -0.311 0.752 4.345 -0.39 0.10 -0.03
H -2.069 0.758 3.753 0.99 -0.40 0.29
H -0.757 0.001 2.801 -0.10 -0.15 0.32
H 0.576 -1.192 5.474 -0.20 -0.41 -0.39
H 0.579 -1.756 3.724 -1.04 -0.28 1.44
H -0.262 -2.805 5.072 0.89 0.99 -0.48
H -1.289 -0.295 6.565 -0.60 0.21 -0.83
H -1.917 -1.849 6.352 -0.29 -0.67 0.16
H -3.015 0.897 7.386 -0.85 0.23 -0.12
H -5.312 1.949 7.217 -0.72 1.92 1.62
H -6.832 1.302 5.380 0.00 -0.07 0.05
H -6.303 -0.606 4.015 1.06 0.23 0.75
C -0.685 -1.062 -1.995 0.77 -0.05 -1.54
C 0.276 -0.391 -3.025 1.24 0.49 2.19
C 1.581 -1.126 -3.374 -0.52 -0.41 -0.13
Sb 3.104 -0.888 -1.886 -0.68 0.64 1.09
C 4.653 -2.023 -2.681 -0.15 -1.01 -0.15
C 5.620 -1.456 -3.479 0.05 0.26 -0.01
C 6.642 -2.257 -3.919 1.29 0.34 0.10
C 6.712 -3.591 -3.555 1.23 0.12 -0.77
C 5.757 -4.200 -2.781 -0.59 0.34 -0.16
C 4.720 -3.393 -2.356 0.87 1.30 -0.61
C 3.865 1.066 -2.473 -0.80 -0.15 -0.96
C 4.898 1.664 -1.752 0.34 -0.51 0.43
C 5.439 2.877 -2.099 -1.42 0.54 -1.25
C 4.861 3.546 -3.177 1.17 1.05 -0.62
C 3.858 2.986 -3.948 -0.26 0.78 0.16
C 3.335 1.762 -3.593 -1.07 -0.74 0.01
Sb -2.198 0.208 -1.150 0.66 1.02 0.33
C -2.662 1.634 -2.783 -0.90 -0.45 -0.02
C -1.848 2.622 -3.327 1.56 0.43 0.61
C -2.287 3.463 -4.352 -0.75 -0.25 -0.21
C -3.607 3.356 -4.801 0.63 -0.74 0.47
C -4.474 2.396 -4.248 1.19 0.67 -0.13
C -3.996 1.536 -3.260 0.23 0.18 0.21
C -0.716 1.563 -0.157 0.05 0.37 0.24
C 0.626 1.218 0.112 -1.16 -0.47 -0.35
C 1.467 2.098 0.750 -0.42 0.73 0.06
C 1.055 3.393 1.069 -0.19 -0.12 -0.10
C -0.258 3.780 0.828 -0.62 -1.43 0.03
C -1.158 2.834 0.289 1.38 -0.96 -0.44
H -0.104 -1.459 -1.162 -0.17 -0.08 0.17
H -1.163 -1.921 -2.506 0.08 0.33 0.51
H 0.627 0.588 -2.640 -0.60 -0.08 -0.10
H -0.184 -0.211 -3.941 -1.31 0.44 -1.47
H 1.926 -0.751 -4.331 0.31 0.15 -0.22
H 1.341 -2.171 -3.554 0.32 -0.34 0.21
H 5.626 -0.390 -3.676 -0.07 -0.07 -0.15
H 7.523 -1.794 -4.392 -0.58 -0.35 -0.11
H 7.621 -4.074 -3.876 -0.03 -0.59 0.01
H 5.767 -5.248 -2.520 0.23 -0.04 0.07
H 4.035 -3.780 -1.680 -1.46 -0.76 1.06
H 5.385 1.244 -0.875 -0.49 -0.67 -0.05
H 6.200 3.305 -1.499 0.67 0.42 0.32
H 5.235 4.526 -3.523 -0.09 -0.50 0.51
H 3.421 3.600 -4.751 0.23 -0.55 0.30
H 2.421 1.447 -4.191 1.39 -0.14 1.00
H -0.822 2.785 -2.884 -1.09 -0.32 -0.65
H -1.661 4.193 -4.874 0.09 -0.26 0.57
H -3.872 3.998 -5.621 -0.53 0.12 -0.14
H -5.477 2.371 -4.618 -0.52 -0.28 0.02
H -4.688 0.814 -2.806 0.33 0.20 -0.24
H 0.992 0.220 -0.123 -0.07 0.17 0.03
H 2.428 1.761 1.040 0.94 -0.17 0.08
H 1.741 4.082 1.547 0.00 -0.04 -0.01
H -0.625 4.716 1.197 -0.09 0.47 -0.07
H -2.207 2.977 0.183 -0.71 0.83 0.01
Se 0.318 -6.489 1.440 -0.20 -0.06 0.16
Sb -1.761 -5.397 1.894 -0.44 0.37 0.56
Se -2.251 -4.774 4.494 0.36 -1.09 -0.24
Se -1.646 -3.017 1.067 -0.04 0.43 0.32
Se -3.997 -6.183 1.231 0.41 -0.23 0.05
O -4.919 -3.250 1.835 0.64 -0.54 -0.09
H -4.696 -4.279 1.841 -0.43 1.09 -0.54
H -4.769 -2.995 0.887 0.06 -0.41 1.30



Entry 3:
89
Properties=species:S:1:pos:R:3:forces:R:3 method="wB97M-V/def2-TZVPD" total_energy_ev=-196295.50939 orbital_gap_ev="4.0612 / 3.9133" homo_ev="-14.72 / -14.71" s2=0.765 spin_multiplicity=2 de_lowest_kcal_mol=70.8 charge=+3
Pt -0.186 1.106 -0.030 -0.92 1.85 -1.93
C -1.178 2.948 2.575 -0.03 0.14 0.55
O -1.164 2.785 1.144 -0.33 -0.69 0.52
C -2.277 3.432 0.503 -0.43 0.26 -0.17
C -1.715 4.039 -0.725 -0.04 0.18 -0.36
O -1.273 2.955 -1.511 0.20 0.24 -0.88
C -0.977 3.350 -2.855 -0.15 0.07 -0.01
H -1.193 4.012 2.818 0.02 -0.01 -0.19
H -0.272 2.504 2.968 0.05 -0.09 0.04
H -2.052 2.468 3.012 0.01 -0.06 -0.05
H -2.690 4.221 1.132 0.13 -0.16 0.29
H -3.066 2.710 0.271 0.10 -0.06 0.10
H -0.872 4.684 -0.458 0.02 0.14 -0.08
H -2.461 4.637 -1.255 -0.07 -0.03 -0.01
H -1.879 3.728 -3.342 0.00 0.00 0.03
H -0.636 2.473 -3.398 0.06 -0.05 0.03
H -0.216 4.135 -2.876 0.05 -0.05 0.03
C -3.207 -0.775 1.364 0.02 0.70 -0.52
Ge -1.273 -0.452 1.563 0.10 -2.84 2.06
C -0.441 -2.268 1.401 0.30 1.02 -1.06
C -0.947 -3.283 2.202 -0.17 -0.07 -0.03
C -0.487 -4.584 2.030 0.06 0.03 0.11
C 0.486 -4.868 1.080 0.03 -0.02 0.04
C 1.007 -3.851 0.294 0.13 0.17 0.08
C 0.559 -2.545 0.470 -0.23 -0.48 0.14
C -0.943 -0.092 3.462 0.09 0.57 -0.60
C -2.025 -0.021 4.315 0.05 0.36 -0.28
C -1.864 0.387 5.649 0.16 -0.21 0.30
C -0.611 0.654 6.137 -0.15 -0.01 -0.03
C 0.534 0.545 5.311 0.01 -0.17 -0.25
C 1.831 0.808 5.811 0.05 0.06 0.10
C 2.934 0.664 5.018 0.04 0.09 0.06
C 2.783 0.275 3.672 -0.11 -0.04 -0.05
C 1.539 0.036 3.153 -0.01 0.04 -0.14
C 0.377 0.159 3.949 -0.05 0.10 0.35
H -3.457 -1.596 2.036 0.17 0.05 0.10
H -3.425 -1.077 0.342 0.02 -0.04 0.05
H -3.815 0.099 1.602 -0.02 -0.09 0.03
H -1.692 -3.080 2.966 0.01 -0.01 -0.05
H -0.883 -5.375 2.654 0.04 0.02 -0.01
H 0.865 -5.878 0.980 -0.09 0.00 -0.05
H 1.776 -4.065 -0.440 -0.01 -0.03 0.08
H 0.994 -1.748 -0.117 0.06 -0.08 0.08
H -3.024 -0.259 3.964 0.00 0.18 -0.03
H -2.731 0.485 6.288 0.02 -0.12 0.03
H -0.475 0.924 7.177 -0.04 0.13 -0.05
H 1.934 1.137 6.840 0.01 -0.12 -0.02
H 3.922 0.836 5.426 -0.04 0.03 -0.02
H 3.662 0.147 3.050 -0.01 -0.05 0.05
H 1.437 -0.295 2.124 0.08 0.05 0.00
C -5.370 -3.512 -3.262 -0.07 0.09 0.11
C -4.009 -2.935 -3.431 -0.14 0.07 0.05
C -3.032 -3.439 -4.250 0.18 0.02 -0.06
C -1.792 -2.795 -4.302 -0.13 -0.08 0.01
N -1.534 -1.713 -3.546 -0.17 0.15 -0.08
C -2.483 -1.221 -2.777 0.35 -0.81 -0.07
S -2.299 0.259 -1.892 0.51 1.00 0.72
N -3.699 -1.824 -2.715 0.04 -0.02 -0.05
C -0.720 -3.268 -5.221 0.10 0.05 0.06
H -5.567 -4.277 -4.007 0.02 0.00 -0.03
H -6.135 -2.737 -3.337 0.02 -0.02 -0.05
H -5.459 -3.964 -2.271 0.03 -0.02 -0.03
H -3.225 -4.310 -4.859 -0.04 0.01 0.02
H -4.416 -1.400 -2.139 -0.03 0.01 0.09
H -1.095 -4.014 -5.916 0.03 -0.01 -0.01
H 0.100 -3.707 -4.645 -0.07 0.01 0.02
H -0.309 -2.423 -5.775 -0.04 -0.02 0.02
S 1.386 2.814 0.669 -0.30 -1.45 -0.52
C 2.951 2.144 0.420 0.78 -0.68 0.00
N 4.015 2.981 0.520 -0.14 -0.01 0.03
C 5.289 2.567 0.339 0.03 0.30 0.07
C 5.528 1.260 0.056 0.01 -0.30 -0.04
C 4.410 0.425 0.003 -0.12 0.07 -0.05
N 3.163 0.852 0.167 -0.19 0.19 0.00
H 3.837 3.950 0.752 0.09 0.13 0.00
H 6.069 3.309 0.438 -0.06 0.08 0.01
H 6.528 0.888 -0.106 -0.01 0.03 0.04
H 4.528 -0.638 -0.178 -0.03 0.02 -0.01
Se 0.523 -0.184 -2.029 0.28 -0.15 1.03
C 2.019 0.541 -2.955 -0.02 0.50 0.34
C 2.353 1.890 -2.968 0.13 0.14 -0.06
C 3.487 2.263 -3.681 -0.13 -0.30 0.04
N 4.265 1.378 -4.302 0.21 0.01 -0.10
C 3.945 0.088 -4.279 -0.16 0.26 0.15
C 2.804 -0.384 -3.631 -0.08 -0.17 0.01
H 1.761 2.631 -2.447 -0.05 -0.01 -0.01
H 3.779 3.305 -3.765 0.00 -0.05 0.03
H 4.620 -0.592 -4.786 -0.07 0.02 -0.02
H 2.549 -1.438 -3.639 0.08 0.04 -0.03